(1)
{"formula": "C25H23NO2", "method": "ωB97M-V/def2-TZVPD", "elements": ["O", "C", "O", "C", "C", "C", "C", "C", "C", "C", "C", "C", "N", "C", "C", "C", "C", "C", "C", "C", "C", "C", "C", "C", "C", "C", "C", "C", "H", "H", "H", "H", "H", "H", "H", "H", "H", "H", "H", "H", "H", "H", "H", "H", "H", "H", "H", "H", "H", "H", "H"], "xyz": [[-1.971, 3.059, -0.859], [-2.381, 2.001, -0.414], [-3.572, 1.854, 0.230], [-3.672, 0.516, 0.749], [-2.308, -0.138, 0.555], [-2.388, -1.631, 0.199], [-1.303, -2.524, 0.779], [-0.085, -2.727, 0.115], [0.972, -3.361, 0.778], [0.777, -3.895, 2.057], [-0.493, -3.859, 2.643], [-1.531, -3.179, 2.004], [-1.758, 0.731, -0.481], [-0.499, 0.535, -1.103], [0.692, 0.956, -0.284], [1.059, 0.415, 0.895], [2.323, 0.712, 1.563], [2.778, -0.134, 2.604], [4.019, 0.077, 3.198], [4.823, 1.152, 2.795], [4.377, 2.012, 1.783], [3.143, 1.800, 1.167], [-0.616, 1.193, -2.484], [-1.464, 0.601, -3.422], [-1.670, 1.207, -4.667], [-1.001, 2.398, -4.993], [-0.064, 2.919, -4.095], [0.098, 2.341, -2.832], [-4.473, 0.010, 0.189], [-3.965, 0.603, 1.801], [-1.732, 0.019, 1.492], [-2.439, -1.723, -0.900], [-3.351, -1.960, 0.619], [0.032, -2.402, -0.927], [1.945, -3.432, 0.282], [1.615, -4.349, 2.589], [-0.679, -4.362, 3.594], [-2.538, -3.162, 2.430], [-0.392, -0.546, -1.309], [1.371, 1.633, -0.784], [0.435, -0.347, 1.371], [2.143, -0.975, 2.899], [4.358, -0.597, 3.984], [5.783, 1.328, 3.280], [4.991, 2.860, 1.482], [2.808, 2.471, 0.371], [-1.971, -0.336, -3.166], [-2.359, 0.755, -5.372], [-1.158, 2.876, -5.953], [0.534, 3.790, -4.345], [0.755, 2.818, -2.107]], "total_energy_ev": -31883.14685, "gap_ha": 0.33085, "de_lowest_kj_mol": 0.00}

(2)
{"formula": "C25H23NO6", "method": "ωB97M-V/def2-TZVPD", "elements": ["C", "C", "O", "C", "C", "C", "C", "C", "C", "N", "C", "O", "C", "O", "C", "O", "C", "C", "C", "C", "C", "C", "C", "C", "C", "O", "C", "C", "O", "C", "C", "C", "H", "H", "H", "H", "H", "H", "H", "H", "H", "H", "H", "H", "H", "H", "H", "H", "H", "H", "H", "H", "H", "H", "H"], "xyz": [[-0.228, -2.094, 0.005], [-1.578, -2.718, 0.321], [-2.559, -1.733, 0.069], [-3.878, -2.030, 0.267], [-4.368, -3.219, 0.778], [-5.734, -3.388, 0.955], [-6.613, -2.375, 0.627], [-6.139, -1.182, 0.104], [-4.779, -1.004, -0.085], [-4.208, 0.154, -0.625], [-4.780, 1.356, -0.841], [-5.944, 1.639, -0.665], [-3.775, 2.394, -1.374], [-2.638, 2.539, -0.532], [-1.556, 1.801, -0.806], [-1.515, 0.994, -1.708], [-0.429, 2.077, 0.112], [-0.580, 2.875, 1.243], [0.506, 3.085, 2.073], [1.732, 2.513, 1.782], [1.899, 1.713, 0.652], [3.202, 1.104, 0.344], [3.279, -0.195, -0.151], [4.498, -0.780, -0.439], [5.665, -0.060, -0.230], [6.928, -0.549, -0.535], [7.264, -1.836, -0.332], [8.671, -2.075, -0.812], [6.550, -2.662, 0.164], [5.607, 1.242, 0.252], [4.385, 1.815, 0.537], [0.803, 1.499, -0.176], [-0.040, -1.259, 0.676], [-0.231, -1.723, -1.017], [0.559, -2.835, 0.122], [-1.617, -3.033, 1.373], [-1.756, -3.595, -0.317], [-3.696, -4.020, 1.045], [-6.101, -4.320, 1.357], [-7.674, -2.508, 0.771], [-6.814, -0.385, -0.159], [-3.227, 0.036, -0.855], [-3.453, 2.096, -2.380], [-4.266, 3.368, -1.405], [-1.540, 3.314, 1.464], [0.396, 3.696, 2.956], [2.567, 2.671, 2.448], [2.375, -0.765, -0.299], [4.539, -1.789, -0.816], [8.686, -2.034, -1.899], [9.329, -1.297, -0.434], [9.008, -3.052, -0.480], [6.525, 1.790, 0.393], [4.346, 2.833, 0.895], [0.895, 0.901, -1.070]], "total_energy_ev": -40074.79719, "gap_ha": 0.30548, "de_lowest_kj_mol": 61.01}

(3)
{"formula": "C25H24AsClF13N3O7PS", "method": "ωB97M-V/def2-TZVPD", "elements": ["N", "C", "C", "C", "C", "F", "C", "P", "O", "C", "N", "C", "C", "C", "O", "C", "C", "C", "C", "C", "C", "C", "Cl", "N", "C", "C", "C", "O", "C", "F", "F", "C", "F", "F", "C", "F", "F", "C", "O", "O", "H", "H", "H", "H", "H", "H", "H", "H", "H", "H", "H", "H", "H", "H", "H", "H", "F", "As", "F", "F", "F", "F", "F", "O", "H", "H", "C", "S", "O", "C", "H", "H", "H", "H", "H", "H"], "xyz": [[-4.001, 6.770, -3.447], [-3.277, 5.498, -3.284], [-3.728, 4.802, -1.997], [-3.054, 3.472, -1.788], [-3.344, 2.430, -2.698], [-4.264, 2.687, -3.639], [-2.769, 1.196, -2.670], [-3.151, -0.067, -3.905], [-2.231, -0.096, -5.064], [-1.830, 0.928, -1.656], [-1.246, -0.297, -1.595], [-0.399, -0.529, -0.635], [0.254, -1.868, -0.556], [1.621, -1.857, -1.238], [1.705, -1.708, -2.435], [2.829, -2.023, -0.383], [3.843, -1.079, -0.470], [4.982, -1.210, 0.310], [5.115, -2.302, 1.161], [4.109, -3.248, 1.243], [2.957, -3.108, 0.479], [-0.130, 0.508, 0.332], [0.989, 0.187, 1.596], [-0.680, 1.668, 0.308], [-1.538, 1.925, -0.712], [-2.153, 3.189, -0.790], [-1.841, 4.264, 0.211], [-2.717, 4.784, 0.849], [-0.386, 4.841, 0.451], [0.304, 4.054, 1.295], [-0.544, 6.028, 1.058], [0.454, 5.090, -0.859], [0.753, 6.403, -0.940], [-0.290, 4.787, -1.950], [1.802, 4.338, -0.967], [1.627, 3.016, -0.780], [2.632, 4.811, -0.016], [2.452, 4.581, -2.356], [3.146, 5.524, -2.568], [2.094, 3.639, -3.265], [-4.433, 7.056, -2.579], [-3.375, 7.505, -3.741], [-3.480, 4.872, -4.148], [-2.203, 5.677, -3.210], [-3.527, 5.483, -1.176], [-4.805, 4.631, -2.046], [-3.213, -1.251, -3.165], [-4.478, 0.227, -4.255], [0.306, -2.223, 0.469], [-0.384, -2.558, -1.102], [3.737, -0.248, -1.154], [5.763, -0.466, 0.243], [6.006, -2.424, 1.762], [4.200, -4.110, 1.886], [2.186, -3.863, 0.567], [2.870, 3.134, -3.541], [2.748, -5.904, 2.022], [2.496, -7.591, 2.391], [0.836, -7.407, 1.892], [2.038, -7.151, 4.015], [2.209, -9.257, 2.763], [4.142, -7.728, 2.910], [2.952, -8.005, 0.775], [-2.269, -2.773, 0.639], [-3.161, -3.112, 0.531], [-2.165, -2.653, 1.596], [-0.445, -3.241, 5.868], [-0.196, -3.591, 4.125], [-1.415, -3.070, 3.428], [-0.375, -5.359, 4.237], [-0.405, -2.162, 6.000], [-1.420, -3.619, 6.176], [0.352, -3.714, 6.442], [-1.341, -5.614, 4.674], [0.442, -5.749, 4.841], [-0.288, -5.768, 3.232]], "charge": -1, "total_energy_ev": -173935.86189, "gap_ha": 0.28250}

(4)
{"formula": "C25H24BrN3O2S4SbV", "method": "ωB97M-V/def2-TZVPD", "elements": ["V", "C", "C", "C", "C", "C", "Br", "N", "C", "H", "H", "H", "H", "H", "H", "S", "Sb", "S", "S", "C", "C", "C", "C", "C", "C", "C", "S", "O", "O", "N", "C", "C", "C", "C", "C", "N", "H", "H", "H", "H", "H", "H", "H", "H", "H", "H", "H", "C", "C", "C", "C", "C", "C", "C", "H", "H", "H", "H", "H", "H", "H"], "xyz": [[0.881, 0.633, -0.492], [5.170, 0.154, -4.039], [4.221, -0.081, -2.901], [4.371, -1.140, -2.017], [3.446, -1.362, -0.997], [2.402, -0.466, -0.919], [0.702, -0.600, 1.677], [2.296, 0.544, -1.732], [3.130, 0.776, -2.719], [5.882, -0.663, -4.128], [5.722, 1.082, -3.891], [4.615, 0.239, -4.971], [5.213, -1.811, -2.131], [3.543, -2.197, -0.319], [2.951, 1.626, -3.373], [1.131, 5.066, 1.525], [2.238, 3.957, -0.419], [0.298, 2.971, -1.379], [2.792, 1.986, 0.790], [-2.120, -6.247, 0.148], [-1.657, -5.054, -0.636], [-2.247, -4.724, -1.850], [-1.833, -3.603, -2.552], [-0.817, -2.823, -2.040], [-0.198, -3.146, -0.847], [-0.626, -4.256, -0.144], [-0.303, -1.325, -2.888], [-1.213, -1.096, -3.988], [1.090, -1.473, -3.229], [-0.398, -0.209, -1.731], [-1.541, 0.191, -1.168], [-2.848, -0.038, -1.638], [-3.899, 0.412, -0.876], [-3.647, 1.073, 0.327], [-2.334, 1.282, 0.701], [-1.307, 0.864, -0.024], [-2.913, -6.780, -0.373], [-2.495, -5.929, 1.121], [-1.293, -6.934, 0.322], [-3.039, -5.341, -2.251], [-2.286, -3.314, -3.491], [0.600, -2.517, -0.481], [-0.162, -4.495, 0.799], [-2.992, -0.542, -2.581], [-4.916, 0.241, -1.205], [-4.456, 1.408, 0.955], [-2.093, 1.789, 1.630], [0.188, 3.591, 2.086], [-0.305, 3.739, 3.480], [-1.533, 4.329, 3.744], [-2.011, 4.402, 5.041], [-1.265, 3.885, 6.087], [-0.032, 3.307, 5.830], [0.446, 3.235, 4.535], [0.866, 2.734, 2.034], [-0.631, 3.478, 1.376], [-2.114, 4.727, 2.923], [-2.980, 4.844, 5.227], [-1.641, 3.939, 7.100], [0.553, 2.890, 6.636], [1.399, 2.776, 4.327]], "s_squared": 0.784, "charge": -1, "total_energy_ev": -180494.13440, "spin_multiplicity": 2, "gap_ha": [0.23733, 0.25494], "de_lowest_kj_mol": 0.00}